[1]
Molecular formula: C41H69F6N4O23S2Sr
Method: DFT, wB97M-V/def2-TZVPD

Values from the calculation:
- LUMO level: -2.990 eV
- Net charge: +1
- HOMO-LUMO gap: 6.87 eV

Element x y z (Å)
Sr: 2.38089 -0.96945 1.26894
C: 0.03075 0.04148 -2.63442
F: -0.98852 0.45156 -1.86097
F: -0.45295 -0.20904 -3.82828
F: 0.93631 0.99644 -2.67336
S: 0.69847 -1.52667 -1.81021
O: 0.09827 -2.68108 -2.41288
O: 2.12519 -1.54284 -2.06814
N: 0.46299 -1.22517 -0.16583
S: -0.82712 -2.14758 0.18754
O: -1.98093 -2.04085 -0.68654
O: -0.51315 -3.45245 0.69090
C: -1.50127 -1.29469 1.75924
F: -2.14539 -2.24710 2.41784
F: -0.45281 -0.91309 2.51037
F: -2.31873 -0.30461 1.51021
C: 3.51140 3.17352 -2.99730
O: 3.31229 2.39525 -1.82562
C: 3.40283 3.16244 -0.61323
C: 3.18373 2.19246 0.55166
N: 1.99826 1.34115 0.23270
C: 0.76327 1.91562 0.79676
C: 0.69882 1.96145 2.33478
O: 1.67987 1.04413 2.82662
C: 1.89891 1.18195 4.22636
H: 3.57942 2.55532 -3.88713
H: 4.28820 3.93800 -2.94035
H: 2.56081 3.71693 -3.11057
H: 2.71223 4.00240 -0.73008
H: 4.45389 3.46671 -0.65007
H: 2.92642 2.77094 1.43959
H: 4.11982 1.69838 0.80881
H: 1.91145 1.49353 -0.77150
H: -0.09745 1.33125 0.45102
H: 0.56897 2.80904 0.19084
H: -0.24520 1.69832 2.80923
H: 0.92229 3.00803 2.57224
H: 2.01703 2.26007 4.38574
H: 2.74880 0.64838 4.64127
H: 1.03052 0.96887 4.85857
C: -2.74646 6.66098 -5.35757
O: -3.14659 6.25272 -4.07380
C: -4.55629 6.35521 -3.92004
C: -4.90070 5.79609 -2.54674
N: -4.74864 4.33594 -2.64937
C: -4.98269 3.76568 -1.33188
C: -5.04505 2.23278 -1.35377
O: -3.80710 1.69299 -1.77252
C: -3.83363 0.34679 -2.21098
H: -3.25720 7.57016 -5.69845
H: -3.00457 5.92454 -6.12692
H: -1.68650 6.89291 -5.43621
H: -5.01111 5.75232 -4.71693
H: -4.90772 7.37325 -4.13185
H: -5.93568 6.07975 -2.33156
H: -4.33293 6.34768 -1.78627
H: -3.79665 4.23451 -2.98736
H: -5.88752 4.18094 -0.89539
H: -4.12316 3.98165 -0.68189
H: -5.81632 1.89061 -2.05211
H: -5.27614 1.86629 -0.34679
H: -4.64890 0.25888 -2.93491
H: -3.91306 -0.32228 -1.35291
H: -2.96692 0.01679 -2.77160
C: 1.17238 -2.07403 4.91215
O: 1.67510 -2.35535 3.58886
C: 2.45725 -3.53189 3.49541
C: 2.32469 -4.23474 2.15526
N: 3.06601 -3.55896 1.07229
C: 4.55464 -3.55226 1.18410
C: 5.13750 -2.71451 0.02329
O: 4.46982 -1.45918 -0.01655
C: 5.28703 -0.41017 -0.50273
H: 0.40910 -1.31697 4.76963
H: 2.04339 -1.70761 5.45973
H: 0.75602 -2.89629 5.49487
H: 2.28440 -4.29036 4.26467
H: 3.52524 -3.33723 3.67477
H: 1.27782 -4.48134 1.98952
H: 2.82093 -5.19506 2.36237
H: 2.92377 -4.14074 0.25018
H: 4.88688 -4.59392 1.19292
H: 4.89565 -3.12932 2.13061
H: 5.01189 -3.28409 -0.89762
H: 6.19850 -2.57923 0.23927
H: 5.91448 -0.00901 0.29893
H: 4.69081 0.43704 -0.85044
H: 5.86999 -0.64385 -1.39549
C: -5.13868 1.24063 4.96474
C: -5.02797 2.12939 3.89573
C: -3.82982 2.30465 3.23531
C: -2.74423 1.49721 3.58220
C: -2.86486 0.55256 4.60613
C: -4.03251 0.50888 5.35905
O: -4.21613 -0.40740 6.37210
O: -3.74781 3.20206 2.23590
H: -6.00398 1.01524 5.57535
H: -5.91581 2.68568 3.62652
H: -1.86750 1.36270 2.95977
H: -2.02070 -0.08358 4.84781
H: -3.42554 -0.93019 6.52495
H: -2.97336 3.15904 1.66334
C: -0.37565 4.93525 -0.15435
C: 0.58662 5.65061 -0.87684
C: 0.87012 5.29626 -2.18628
C: 0.11300 4.29755 -2.80994
C: -0.92649 3.68173 -2.12138
C: -1.08815 3.91219 -0.75245
O: -1.88887 3.07939 0.00412
O: 1.83444 5.91098 -2.91735
H: -0.49572 5.04165 0.91759
H: 1.14057 6.46715 -0.42968
H: 0.31640 4.02111 -3.83593
H: -1.40106 2.82293 -2.58029
H: -2.27511 2.52231 -0.70451
H: 2.50302 6.33832 -2.37470
C: -0.04083 -7.63249 -1.96875
C: -0.06077 -6.12399 -1.68770
O: -0.17740 -6.06197 -0.27360
C: -0.77304 -7.18859 0.12698
O: -1.37722 -7.32284 1.15504
O: -0.66816 -8.14098 -0.78995
H: 0.97492 -8.00245 -2.11855
H: -0.67359 -7.95674 -2.79233
H: -0.91677 -5.64489 -2.17306
H: 0.78601 -5.57531 -2.09811
C: -2.49940 -5.20368 3.20350
C: -1.14979 -4.79896 3.76342
O: -0.93985 -5.69260 4.84775
C: -1.89466 -6.64576 4.84123
O: -1.96034 -7.55269 5.61291
O: -2.76557 -6.41312 3.84594
H: -2.43734 -5.29510 2.11687
H: -3.31767 -4.48436 3.32641
H: -1.04559 -3.76374 4.09426
H: -0.38731 -4.88754 2.98242
C: 5.07876 -3.04465 -3.98031
C: 4.43120 -1.81050 -4.67302
O: 3.77414 -2.31221 -5.79664
C: 3.95878 -3.63878 -5.89961
O: 3.44961 -4.32757 -6.72391
O: 4.68622 -4.10011 -4.87851
H: 4.71924 -3.23707 -2.97502
H: 6.16112 -2.99253 -4.08243
H: 5.29422 -1.19329 -4.93324
H: 3.84655 -1.26694 -3.93187

***

[2]
Molecular formula: C8H12N
Method: DFT, wB97M-V/def2-TZVPD

Values from the calculation:
- Relative energy (zero: lowest compared OMol25 entry of this formula, charge and spin): 72.9 kcal/mol
- LUMO level: -6.591 eV
- Net charge: +1
- HOMO-LUMO gap: 8.83 eV

Element x y z (Å)
C: 3.68856 0.72065 0.31674
C: 1.05320 1.09054 -0.00498
C: 2.29462 0.61000 -0.21955
C: 2.04586 -1.97731 -0.28283
C: -2.27478 0.35806 0.01202
C: -0.13018 1.83135 0.03270
C: 2.33922 -0.70920 -1.13791
C: -1.52693 1.51048 0.69990
N: 4.74402 0.74716 0.72220
H: 2.71441 -2.91701 -0.64691
H: 0.95937 -2.25623 -0.36369
H: 2.37369 -1.68748 0.66632
H: -1.92336 -0.57955 0.22733
H: -2.27264 0.45522 -1.10248
H: -3.27720 0.30706 0.40994
H: -0.30171 2.28465 -0.88275
H: 0.38003 2.59057 0.70464
H: 1.48192 -0.59335 -1.81615
H: 3.21606 -0.67670 -1.79300
H: -2.04861 2.47885 0.61367
H: -1.45150 1.16761 1.75192

***

[3]
Molecular formula: C3H7Br2N3O2
Method: DFT, wB97M-V/def2-TZVPD

Values from the calculation:
- Relative energy (zero: lowest compared OMol25 entry of this formula, charge and spin): 63.7 kcal/mol
- LUMO level: 0.097 eV
- HOMO-LUMO gap: 8.30 eV

Element x y z (Å)
C: -0.54118 0.86142 -2.43465
C: -0.96156 0.53706 -0.07448
C: -0.80362 0.81675 1.24310
N: -0.06666 0.61858 -1.03860
N: 1.27534 -1.07702 2.10445
N: 0.75525 -1.67818 1.17466
O: 1.62727 -1.80942 0.11011
O: -0.22735 -2.28446 1.00074
Br: 1.48906 1.54059 -0.71753
Br: 0.18350 -1.13780 3.62669
H: -1.52531 0.52215 -2.58803
H: -0.48112 1.90737 -2.68450
H: 0.10924 0.42943 -3.39968
H: -1.95507 0.03137 -0.27495
H: 2.47289 -1.27327 0.19441
H: 0.17375 1.28933 1.70437
H: -1.52443 0.70609 2.05390

***

[4]
Molecular formula: C10H22NO6P
Method: DFT, wB97M-V/def2-TZVPD

Values from the calculation:
- Relative energy (zero: lowest compared OMol25 entry of this formula, charge and spin): 0.0 kcal/mol
- LUMO level: 0.569 eV
- HOMO-LUMO gap: 10.31 eV
- SMILES: CC(=O)NCCCCOC(=O)O[PH2]=O.CC(C)O

Element x y z (Å)
C: 5.48814 -0.46832 -1.04872
C: 4.18288 -0.24981 -0.31501
O: 3.88454 -0.84099 0.69873
N: 3.36145 0.69976 -0.87467
C: 1.93959 0.68644 -0.53227
C: 1.15137 1.63317 -1.44968
C: 0.29707 2.64574 -0.68802
C: -0.80612 1.99336 0.11459
O: -1.63202 1.16558 -0.75138
C: -2.92853 1.44601 -0.81624
O: -3.43080 2.50159 -1.04888
O: -3.64318 0.28788 -0.61681
P: -4.82517 -0.12599 -1.65862
O: -6.20890 0.01756 -1.21048
H: 5.31498 -0.98314 -1.99565
H: 6.14082 -1.06925 -0.42259
H: 5.97791 0.48181 -1.26683
H: 3.55806 0.87970 -1.84867
H: 1.55530 -0.33634 -0.58162
H: 1.84561 0.99293 0.51116
H: 1.84081 2.18616 -2.09135
H: 0.48634 1.04917 -2.08847
H: 0.92570 3.20262 0.01400
H: -0.14667 3.35859 -1.38663
H: -0.41763 1.32256 0.88056
H: -1.43585 2.74966 0.58564
H: -4.41496 -1.43726 -1.91777
H: -4.45570 0.61684 -2.78767
C: -1.61805 -1.90426 0.82699
C: -0.60183 -1.94867 1.95712
C: -1.09026 -2.76796 3.13917
O: -0.26724 -0.62124 2.37751
H: -2.53732 -1.42344 1.17237
H: -1.23544 -1.32349 -0.01188
H: -1.86795 -2.90666 0.47550
H: 0.33634 -2.36834 1.58946
H: -2.00827 -2.33347 3.54628
H: -0.34098 -2.78186 3.93008
H: -1.30552 -3.79540 2.84343
H: -1.06850 -0.23126 2.74734

***

[5]
Molecular formula: C30H69Cl12N3
Method: DFT, wB97M-V/def2-TZVPD

Values from the calculation:
- Relative energy (zero: lowest compared OMol25 entry of this formula, charge and spin): 77.4 kcal/mol
- LUMO level: 0.152 eV
- HOMO-LUMO gap: 7.89 eV

Element x y z (Å)
Cl: -2.87753 4.66515 -3.75168
C: -1.79853 3.18115 -3.67868
C: -0.42953 3.67315 -3.33868
Cl: -0.23153 4.49115 -1.74668
H: -1.84853 2.72215 -4.69968
H: -2.25853 2.78215 -2.89468
H: -0.18853 4.40515 -4.18068
H: 0.09547 2.79115 -3.37768
Cl: 4.59047 1.50215 -1.09468
C: 4.75747 1.24415 -2.82368
C: 3.82147 0.06415 -3.25068
Cl: 2.17047 0.37215 -3.32268
H: 5.86447 1.01715 -2.92568
H: 4.57647 2.16115 -3.61968
H: 3.90947 -0.83885 -2.66668
H: 4.19147 -0.25585 -4.30968
Cl: 1.06747 2.37315 1.54632
C: 0.78447 2.10315 -0.22268
C: -0.07853 0.80815 -0.39368
Cl: -1.66653 1.04215 0.25432
H: 1.71347 1.94215 -0.52868
H: 0.25147 3.01115 -0.62468
H: 0.52947 -0.05085 -0.20368
H: -0.20853 0.47315 -1.52868
Cl: -4.00453 -0.28885 -1.26068
C: -3.70853 1.12115 -0.13168
C: -5.10453 1.70715 0.13932
Cl: -6.16753 0.39215 0.92432
H: -3.28053 1.91315 -0.61468
H: -3.25053 0.84315 0.78632
H: -5.53553 1.99315 -0.90168
H: -5.21353 2.57715 0.87332
Cl: -3.33753 0.95415 4.15432
C: -2.55753 -0.53385 3.55532
C: -1.00053 -0.25385 3.41932
Cl: -0.14753 -1.69885 2.94732
H: -2.73053 -0.92585 2.63432
H: -2.77853 -1.41685 4.36332
H: -0.58753 0.13515 4.31232
H: -0.64653 0.55815 2.66232
Cl: -2.66953 -0.28785 -4.05968
C: -1.11153 -0.68985 -4.95568
C: -0.86953 -2.21585 -5.05868
Cl: 0.69147 -2.45485 -5.85768
H: -0.52353 0.00215 -4.46068
H: -1.16653 -0.10085 -5.86368
H: -1.64253 -2.89685 -5.44168
H: -0.97153 -2.62685 -4.04168
C: -1.24353 8.12815 4.02632
C: -1.54953 6.76515 4.38332
N: -1.64353 5.97915 3.01032
C: -0.48253 5.84515 2.11932
C: 0.82547 5.90615 2.72432
C: -2.22953 4.68915 3.33332
C: -2.72453 3.93015 2.07632
H: -1.17053 8.87715 4.90632
H: -1.92653 8.76015 3.45032
H: -0.18353 8.51615 3.58532
H: -2.38253 6.74015 5.00832
H: -0.61953 6.26815 4.87132
H: -0.60953 6.79515 1.53632
H: -0.54153 5.20715 1.17632
H: 1.02447 6.24215 3.64332
H: 1.54747 6.34715 2.07232
H: 1.38247 4.96715 2.53432
H: -3.23953 4.79115 3.94732
H: -1.58553 4.01415 3.93632
H: -3.72353 4.64315 2.01432
H: -3.18153 3.02815 2.36232
H: -2.28953 3.92215 0.92432
C: 6.32247 -4.50785 0.90332
C: 5.24647 -3.51385 0.53932
N: 4.24647 -3.51185 1.72032
C: 3.61647 -2.27285 1.88432
C: 3.19347 -1.50685 0.80832
C: 3.22847 -4.60585 1.47032
C: 2.47947 -4.70985 2.68132
H: 6.25147 -5.70185 1.19032
H: 6.93047 -4.07385 1.65032
H: 7.04647 -4.70485 -0.10468
H: 4.70347 -3.68885 -0.42868
H: 5.85447 -2.47685 0.45432
H: 4.35347 -1.74085 2.36032
H: 3.13547 -2.11885 2.86732
H: 3.55047 -1.78585 -0.31868
H: 3.01747 -0.44985 0.81232
H: 2.23747 -1.90885 0.86632
H: 3.92247 -5.56285 1.39632
H: 2.72247 -4.38185 0.65432
H: 1.73347 -4.10785 2.86932
H: 3.01447 -4.88385 3.66032
H: 1.87947 -5.65985 2.63232
C: -2.08653 -6.12285 -2.80268
C: -2.46153 -5.25285 -1.62668
N: -1.50353 -4.19385 -1.53768
C: -1.79253 -2.83685 -1.18668
C: -2.63953 -2.76285 -0.02568
C: -0.18653 -4.64885 -1.12468
C: 0.82247 -4.16185 -2.15268
H: -2.75453 -6.84285 -2.94268
H: -1.02953 -6.60285 -2.58368
H: -2.01653 -5.58985 -3.79868
H: -2.67653 -5.84685 -0.67168
H: -3.28753 -4.83185 -1.88168
H: -2.47653 -2.45885 -2.02468
H: -1.07253 -2.08985 -1.41168
H: -3.23053 -3.60185 0.20532
H: -3.49653 -1.83585 -0.14068
H: -1.96253 -2.48385 0.70832
H: -0.25353 -5.72185 -0.99368
H: 0.05447 -4.24385 0.01532
H: 0.64547 -4.51285 -3.14568
H: 1.85047 -4.18485 -1.58868
H: 0.99147 -3.14385 -2.24068

***

[6]
Molecular formula: C36H31F5N3O4PtSTe
Method: DFT, wB97M-V/def2-TZVPD

Values from the calculation:
- Spin multiplicity: 5
- <S²>: 6.0290
- Relative energy (zero: lowest compared OMol25 entry of this formula, charge and spin): 20.0 kcal/mol
- LUMO level (spin up / spin down): 2.231 / -0.227 eV
- Net charge: -1
- HOMO-LUMO gap (spin up / spin down): 7.22 / 4.83 eV

Element x y z (Å)
Pt: 0.47685 -0.00988 0.57948
C: 2.47879 3.21682 1.56716
C: 2.47592 3.27987 0.08011
C: 3.53882 3.82506 -0.61618
C: 3.54091 3.87076 -1.99859
C: 2.46187 3.36373 -2.70349
C: 1.36621 2.83058 -2.04868
C: 0.18024 2.34102 -2.82257
C: 1.36301 2.78559 -0.63943
N: 0.29402 2.24289 0.04063
C: -0.48179 2.94375 0.85685
O: -0.47197 4.16717 0.99180
C: -1.46398 2.10475 1.63473
C: -2.47653 2.67671 2.39731
C: -3.32624 1.84060 3.10014
C: -3.15269 0.46705 3.02027
C: -2.09667 -0.02866 2.26293
N: -1.30255 0.79750 1.60720
C: -1.83285 -1.50772 2.13974
O: -2.50269 -2.31256 2.78523
N: -0.79955 -1.80846 1.35399
C: -0.59503 -3.01102 0.73953
C: -1.64676 -3.67157 0.05295
C: -3.02135 -3.09170 0.01038
C: -1.38317 -4.86456 -0.59718
C: -0.10837 -5.40096 -0.63452
C: 0.93032 -4.73599 -0.00536
C: 0.71639 -3.55184 0.67772
C: 1.85964 -2.90363 1.39569
H: 3.43750 3.52666 1.98044
H: 2.26289 2.19165 1.88711
H: 1.69112 3.86107 1.95973
H: 4.37389 4.23052 -0.06093
H: 4.38228 4.29721 -2.52667
H: 2.45914 3.39877 -3.78434
H: 0.49392 1.87754 -3.75961
H: -0.48844 3.17359 -3.05174
H: -0.37803 1.62089 -2.22806
H: -2.56590 3.75132 2.42079
H: -4.11659 2.25174 3.71138
H: -3.79284 -0.23282 3.53328
H: -2.96450 -2.01234 -0.12095
H: -3.54300 -3.28837 0.94800
H: -3.59028 -3.52047 -0.81210
H: -2.19307 -5.37569 -1.10157
H: 0.07778 -6.32971 -1.15569
H: 1.92826 -5.15394 -0.03680
H: 2.80658 -3.14011 0.91185
H: 1.89803 -3.26270 2.42522
H: 1.74209 -1.81263 1.42884
C: 1.89891 1.44823 4.59738
C: 1.10219 0.45276 3.72941
C: 1.18238 -0.94865 4.35754
O: 1.57402 0.43459 2.44187
H: 1.53507 1.40756 5.62202
H: 1.77436 2.45944 4.21931
H: 2.95623 1.19304 4.58967
H: 0.04235 0.77480 3.77396
H: 2.21819 -1.28114 4.36780
H: 0.59133 -1.63933 3.76301
H: 0.79801 -0.93341 5.37423
Te: 0.33953 -1.25546 -1.72689
C: 2.26986 -1.59896 -2.51881
C: 2.63627 -2.67961 -3.27574
C: 3.93213 -2.58770 -3.81013
C: 4.54790 -1.41925 -3.48098
S: 3.55467 -0.42781 -2.48696
H: 1.98285 -3.52144 -3.41834
H: 4.38341 -3.34720 -4.42476
H: 5.52216 -1.08432 -3.77966
F: -5.45518 1.59416 -4.85959
C: -4.56280 1.16582 -3.93842
C: -4.36811 1.87406 -2.75699
F: -5.06908 3.00781 -2.55178
C: -3.48082 1.42800 -1.79683
F: -3.34551 2.14051 -0.65689
C: -2.70661 0.24748 -1.95921
O: -1.88244 -0.18570 -1.10318
C: -2.92505 -0.41787 -3.19868
F: -2.17009 -1.52221 -3.44529
C: -3.82269 0.00758 -4.15300
F: -3.99507 -0.69325 -5.29011

***

[7]
Molecular formula: CH3NO2P
Method: DFT, wB97M-V/def2-TZVPD

Values from the calculation:
- Relative energy (zero: lowest compared OMol25 entry of this formula, charge and spin): 12.4 kcal/mol
- LUMO level: 4.469 eV
- Net charge: -1
- HOMO-LUMO gap: 8.74 eV
- SMILES: O=C([O-])NP

Element x y z (Å)
O: 1.18131 -0.34731 2.08874
C: 0.31646 0.13929 1.42531
O: -0.35390 1.09942 1.40453
N: 0.20701 -0.62235 -0.10777
P: -0.20862 -0.14395 -1.62177
H: 1.21109 -0.92856 -0.19206
H: -0.73112 1.22188 -1.54367
H: -1.62223 -0.41840 -1.45331